Entry from the Open Molecules 2025 dataset: a cluster of 2 separate species, C5H11O2 in total (ωB97M-V/def2-TZVPD).

The multiplicity is 2. The HOMO energy (spin up / spin down) is -10.85 / -10.76 eV. Its electronic energy is -9455.8196 eV. As for the orbital gap (spin up / spin down): 11.65 / 7.50 eV. As for the charge: 0.

Bonds (Å) are listed after each position.
Cartesian coordinates (Å):
1 C -0.6229 1.6422 -1.7434  C2 1.594, H5 1.081, H6 1.087, H7 1.091
2 C -1.5854 0.4262 -2.1123  C1 1.594, O3 1.200, O4 1.259
3 O -1.5040 -0.5769 -1.4584  C2 1.200
4 O -2.3463 0.8984 -2.9977  C2 1.259
5 H -0.2336 1.5369 -0.7403  C1 1.081
6 H -1.0785 2.6250 -1.8347  C1 1.087
7 H 0.1771 1.6116 -2.4845  C1 1.091
8 C 0.6544 -1.2571 0.8412  C9 1.530, C10 1.536, H11 1.091, H12 1.083
9 C -0.5661 -0.5666 1.4530  C8 1.530, H13 1.090, H14 1.094, H17 1.098
10 C 1.9645 -0.5406 1.2026  C8 1.536, H15 1.087, H16 1.092, H18 1.080
11 H 0.6945 -2.2742 1.2326  C8 1.091
12 H 0.5652 -1.3340 -0.2349  C8 1.083
13 H -0.3395 0.3212 2.0426  C9 1.090
14 H -1.2823 -1.1720 2.0165  C9 1.094
15 H 2.0838 0.4018 0.6744  C10 1.087
16 H 1.9285 -0.1915 2.2364  C10 1.092
17 H -1.2590 -0.2691 0.6550  C9 1.098
18 H 2.7495 -1.2814 1.2519  C10 1.080

Electronic structure analysis, natural (NBO) charges in units of e: C -0.639; C 0.742; O -0.557; O -0.263; H 0.249; H 0.234; H 0.238; C -0.409; C -0.638; C -0.611; H 0.197; H 0.211; H 0.195; H 0.214; H 0.200; H 0.196; H 0.226; H 0.215

Entry from the Open Molecules 2025 dataset: the molecule C5H11O2PS (ωB97M-V/def2-TZVPD).

The multiplicity is 1. The HOMO energy (spin up / spin down) is -9.30 / -8.40 eV. Its electronic energy is -29579.4248 eV. As for the orbital gap (spin up / spin down): 8.01 / 6.46 eV. As for the charge: 0.

Bonds (Å) are listed after each position.
Cartesian coordinates (Å):
1 C -1.3765 2.2897 -0.1924  C2 1.504, C3 1.560, H10 1.111, H11 1.037
2 C -1.1064 1.0054 -0.9272  C1 1.504, P8 1.945, H12 1.002, H13 1.130
3 C -0.0996 3.1747 -0.0525  C1 1.560, S9 1.802, H14 1.016, H15 1.041
4 C 1.3570 -2.7935 1.3449  C5 1.536, H16 1.172, H17 1.071, H18 1.052
5 C 0.7980 -2.4095 -0.0337  C4 1.536, O7 1.399, H19 1.199, H20 1.082
6 O -1.5970 -1.1570 0.8860  P8 1.455
7 O 0.5841 -1.0917 -0.4519  C5 1.399, P8 1.636
8 P -0.5361 -0.2775 0.4192  C2 1.945, O6 1.455, O7 1.636
9 S 0.2525 3.1939 1.7149  C3 1.802
10 H -2.2017 2.7390 -0.7857  C1 1.111
11 H -1.7368 2.1600 0.7710  C1 1.037
12 H -1.9812 0.5916 -1.1859  C2 1.002
13 H -0.2811 0.8670 -1.6869  C2 1.130
14 H 0.7736 2.7996 -0.4124  C3 1.016
15 H -0.3696 4.1008 -0.4448  C3 1.041
16 H 2.4411 -2.4688 1.6512  C4 1.172
17 H 0.7072 -2.2544 2.0031  C4 1.071
18 H 1.3664 -3.8319 1.5108  C4 1.052
19 H -0.2055 -3.0247 -0.2614  C5 1.199
20 H 1.5189 -2.9565 -0.6260  C5 1.082

Electronic structure analysis, natural (NBO) charges in units of e: C -0.420; C -0.664; C -0.561; C -0.636; C -0.090; O -1.030; O -0.788; P 1.731; S 0.073; H 0.221; H 0.224; H 0.229; H 0.252; H 0.212; H 0.230; H 0.207; H 0.211; H 0.225; H 0.185; H 0.190